Molecular formula: C18H20ClFN2O4
Method: DFT, the ωB97M-V functional and the def2-TZVPD basis

Values from the calculation:
- LUMO level (eV) = 0.656
- molecular weight (g/mol) = 382.82
- HOMO level (eV) = -8.86
- SMILES string = CN(C[C@H]1CCCCO1)C(=O)c1cc(COc2ccc(F)cc2Cl)on1
- Kohn-Sham gap (eV) = 9.52

Each atom is followed by the atoms it is bonded to, with distances in Å.
Element x y z (Å)
1 C 4.647 1.252 0.635  N2 1.447, H27 1.091, H28 1.088, H29 1.092
2 N 3.204 1.153 0.624  C1 1.447, C3 1.445, C10 1.348
3 C 2.650 -0.087 1.116  N2 1.445, C4 1.549, H30 1.088, H31 1.093
4 C 2.634 -1.175 0.013  C3 1.549, C5 1.536, O9 1.414, H32 1.097
5 C 2.560 -2.593 0.597  C4 1.536, C6 1.526, H33 1.092, H34 1.090
6 C 1.153 -2.918 1.089  C5 1.526, C7 1.525, H35 1.092, H36 1.091
7 C 0.180 -2.707 -0.067  C6 1.525, C8 1.526, H37 1.092, H38 1.090
8 C 0.313 -1.269 -0.559  C7 1.526, O9 1.413, H39 1.098, H40 1.092
9 O 1.630 -0.940 -0.955  C4 1.414, C8 1.413
10 C 2.508 2.133 0.013  N2 1.348, O11 1.221, C12 1.488
11 O 3.044 3.090 -0.524  C10 1.221
12 C 1.021 2.092 0.035  C10 1.488, C13 1.420, N26 1.311
13 C 0.213 2.722 -0.949  C12 1.420, C14 1.365, H41 1.068
14 C -1.057 2.581 -0.468  C13 1.365, C15 1.499, O25 1.342
15 C -2.383 3.046 -0.987  C14 1.499, O16 1.405, H42 1.096, H43 1.099
16 O -3.476 2.477 -0.312  C15 1.405, C17 1.359
17 C -3.673 1.134 -0.382  O16 1.359, C18 1.389, C23 1.403
18 C -2.971 0.257 -1.200  C17 1.389, C19 1.386, H44 1.078
19 C -3.262 -1.097 -1.203  C18 1.386, C20 1.380, H45 1.078
20 C -4.258 -1.573 -0.376  C19 1.380, F21 1.348, C22 1.384
21 F -4.536 -2.892 -0.367  C20 1.348
22 C -4.983 -0.731 0.450  C20 1.384, C23 1.381, H46 1.077
23 C -4.686 0.618 0.440  C17 1.403, C22 1.381, Cl24 1.719
24 Cl -5.564 1.700 1.446  C23 1.719
25 O -1.015 1.929 0.704  C14 1.342, N26 1.351
26 N 0.268 1.629 1.003  C12 1.311, O25 1.351
27 H 5.103 0.441 0.065  C1 1.091
28 H 4.925 2.204 0.188  C1 1.088
29 H 5.010 1.212 1.664  C1 1.092
30 H 1.645 0.096 1.492  C3 1.088
31 H 3.278 -0.427 1.943  C3 1.093
32 H 3.564 -1.081 -0.562  C4 1.097
33 H 2.826 -3.301 -0.192  C5 1.092
34 H 3.289 -2.692 1.401  C5 1.090
35 H 0.883 -2.265 1.921  C6 1.092
36 H 1.111 -3.950 1.441  C6 1.091
37 H 0.422 -3.396 -0.879  C7 1.092
38 H -0.849 -2.885 0.247  C7 1.090
39 H -0.041 -0.592 0.230  C8 1.098
40 H -0.287 -1.104 -1.456  C8 1.092
41 H 0.549 3.194 -1.845  C13 1.068
42 H -2.483 4.123 -0.809  C15 1.096
43 H -2.438 2.871 -2.071  C15 1.099
44 H -2.187 0.620 -1.845  C18 1.078
45 H -2.721 -1.778 -1.840  C19 1.078
46 H -5.759 -1.122 1.087  C22 1.077